[1]
Formula: C46H34BNO10
Source: the Open Molecules 2025 dataset
Level of theory: wB97M-V/def2-TZVPD

Properties
- SMILES = O=C1c2ccccc2C(=O)c2ccccc21.O=C1c2ccccc2C(=O)c2ccccc21.O=C1c2ccccc2C(=O)c2ccccc21.CCNOC(=O)OB(C)O
- energy (hartree) = -2605.4630
- orbital gap (eV) = 8.4

Structure (XYZ):
```
92
C46H34BNO10 (wB97M-V/def2-TZVPD)
O 3.120 -3.917 2.410
C 2.752 -5.053 2.628
C 3.682 -6.068 3.202
C 4.982 -5.688 3.516
C 5.859 -6.609 4.064
C 5.442 -7.914 4.301
C 4.151 -8.300 3.985
C 3.267 -7.381 3.434
C 1.884 -7.827 3.091
O 1.539 -8.978 3.254
C 0.947 -6.805 2.543
C -0.357 -7.181 2.243
C -1.249 -6.244 1.747
C -0.843 -4.929 1.549
C 0.457 -4.550 1.841
C 1.356 -5.487 2.336
H 5.287 -4.668 3.325
H 6.870 -6.311 4.308
H 6.129 -8.631 4.734
H 3.810 -9.312 4.158
H -0.655 -8.207 2.407
H -2.265 -6.538 1.516
H -1.545 -4.196 1.172
H 0.786 -3.531 1.697
O 2.593 4.322 2.486
C 2.847 5.417 2.942
C 4.164 6.072 2.698
C 5.104 5.418 1.910
C 6.328 6.014 1.656
C 6.619 7.266 2.188
C 5.688 7.919 2.979
C 4.459 7.324 3.238
C 3.479 8.045 4.103
O 3.751 9.114 4.604
C 2.151 7.401 4.324
C 1.204 8.062 5.096
C -0.040 7.491 5.304
C -0.345 6.256 4.741
C 0.597 5.591 3.975
C 1.848 6.159 3.764
H 4.859 4.447 1.503
H 7.058 5.504 1.042
H 7.574 7.731 1.985
H 5.897 8.890 3.406
H 1.459 9.022 5.524
H -0.777 8.008 5.904
H -1.319 5.814 4.901
H 0.379 4.629 3.531
O -5.850 1.783 -6.053
C -5.577 0.625 -6.288
C -5.224 -0.326 -5.195
C -5.236 0.127 -3.881
C -4.926 -0.741 -2.847
C -4.600 -2.065 -3.122
C -4.581 -2.520 -4.429
C -4.891 -1.653 -5.471
C -4.851 -2.166 -6.870
O -4.523 -3.307 -7.114
C -5.232 -1.222 -7.962
C -5.236 -1.680 -9.274
C -5.597 -0.826 -10.302
C -5.956 0.489 -10.025
C -5.948 0.951 -8.721
C -5.585 0.099 -7.684
H -5.490 1.161 -3.687
H -4.928 -0.387 -1.824
H -4.358 -2.739 -2.311
H -4.326 -3.545 -4.663
H -4.955 -2.706 -9.469
H -5.601 -1.185 -11.324
H -6.241 1.153 -10.831
H -6.220 1.971 -8.485
C -0.009 1.583 -1.704
C -0.717 0.235 -1.924
N -1.307 -0.402 -0.751
O -1.858 0.625 0.107
C -2.049 0.269 1.399
O -2.992 0.630 2.014
O -1.085 -0.545 1.884
B 0.275 -0.202 1.871
C 0.772 1.231 2.245
O 1.080 -1.258 1.566
H 0.059 1.827 -0.643
H 1.003 1.560 -2.110
H -0.540 2.395 -2.200
H -1.495 0.328 -2.686
H -0.003 -0.506 -2.292
H -0.615 -0.918 -0.219
H 1.430 1.184 3.118
H -0.051 1.909 2.479
H 1.361 1.692 1.445
H 2.010 -1.015 1.535
```

Mulliken atomic charge list, values in e, 5 entries: -0.666 0.517 0.103 -0.505 -0.494

=====

[2]
Formula: C3H5ClO
Source: the Open Molecules 2025 dataset
Level of theory: wB97M-V/def2-TZVPD

Properties
- SMILES = C=CC=O.Cl
- relative energy (zero: lowest compared OMol25 entry of this formula, charge and spin) (kcal per mole) = 28.99
- energy (hartree) = -652.6871
- orbital gap (eV) = 10.2

Structure (XYZ):
```
10
C3H5ClO (wB97M-V/def2-TZVPD)
C -1.343 0.079 0.052
C -0.252 -0.242 0.705
C 0.926 0.698 0.642
O 2.059 0.537 1.060
H -2.177 -0.628 0.224
H -1.297 0.950 -0.581
H -0.141 -1.225 1.225
H 0.460 1.677 0.226
Cl 1.414 -1.033 -2.155
H 0.350 -0.814 -1.397
```

natural (NBO) atomic charge list, values in e, 5 entries: -0.351 -0.314 0.402 -0.487 0.231

=====

[3]
Formula: C4H10N3O
Source: the Open Molecules 2025 dataset
Level of theory: wB97M-V/def2-TZVPD

Properties
- relative energy (zero: lowest compared OMol25 entry of this formula, charge and spin) (kcal per mole) = 126.05
- total charge = +1
- energy (hartree) = -397.4784
- orbital gap (alpha / beta) (eV) = 8.3 / 7.8

Structure (XYZ):
```
18
C4H10N3O (wB97M-V/def2-TZVPD)
C 0.920 -0.124 0.619
C -1.503 0.250 0.071
C -2.160 -1.026 -0.489
C -2.595 1.307 0.258
N -0.326 0.293 0.483
N 4.416 -0.230 -0.109
N 1.784 -0.248 -0.383
O 3.476 0.497 0.223
H 1.217 -0.697 1.607
H -2.999 -1.279 0.221
H -2.862 -0.759 -1.352
H -1.545 -1.869 -0.645
H -3.484 1.092 -0.389
H -3.029 1.180 1.360
H -2.329 2.356 0.286
H 4.848 0.074 -0.924
H 4.603 -0.999 0.405
H 1.568 0.183 -1.240
```

natural (NBO) atomic charge list, values in e, 5 entries: 0.332 0.443 -0.691 -0.690 -0.406

=====

[4]
Formula: H2N2O3
Source: the Open Molecules 2025 dataset
Level of theory: wB97M-V/def2-TZVPD

Properties
- relative energy (zero: lowest compared OMol25 entry of this formula, charge and spin) (kcal per mole) = 70.77
- energy (hartree) = -336.1523
- orbital gap (alpha / beta) (eV) = 9.5 / 9.5

Structure (XYZ):
```
7
H2N2O3 (wB97M-V/def2-TZVPD)
N 0.797 -0.449 0.285
N -0.327 0.371 -0.144
O -0.819 -0.953 -0.377
O 0.753 -0.555 1.552
O -0.240 1.082 -1.260
H -0.119 -0.186 2.044
H -0.046 0.689 -2.099
```

natural (NBO) atomic charge list, values in e, 5 entries: 0.276 0.152 -0.422 -0.437 -0.539

=====

[5]
Formula: C4H6N2O
Source: the Open Molecules 2025 dataset
Level of theory: wB97M-V/def2-TZVPD

Properties
- relative energy (zero: lowest compared OMol25 entry of this formula, charge and spin) (kcal per mole) = 159.28
- energy (hartree) = -340.5411
- orbital gap (alpha / beta) (eV) = 7.0 / 7.9

Structure (XYZ):
```
13
C4H6N2O (wB97M-V/def2-TZVPD)
C -1.078 -0.209 -1.185
C -0.503 -0.569 1.102
O 0.681 -1.057 0.794
C 1.345 -0.171 -0.028
N 0.830 -0.393 -1.216
C 1.715 1.101 0.534
N 2.137 2.109 0.932
H -0.935 0.035 -2.240
H -1.598 -1.163 -1.126
H -1.660 0.605 -0.746
H -1.128 -1.240 1.687
H -0.599 0.510 1.232
H 1.155 0.257 -1.930
```

natural (NBO) atomic charge list, values in e, 5 entries: -0.542 0.012 -0.429 0.297 -0.540

=====

[6]
Formula: C5H8O
Source: the Open Molecules 2025 dataset
Level of theory: wB97M-V/def2-TZVPD

Properties
- SMILES = C=CO/C=C\C
- relative energy (zero: lowest compared OMol25 entry of this formula, charge and spin) (kcal per mole) = 76.61
- energy (hartree) = -270.4358
- orbital gap (eV) = 9.7

Structure (XYZ):
```
14
C5H8O (wB97M-V/def2-TZVPD)
C 0.593 -1.784 0.021
C -0.636 -1.419 0.355
O -0.917 -0.396 1.246
C -1.298 0.524 0.259
C -0.366 1.100 -0.485
C 1.053 1.214 -0.080
H 0.726 -2.450 -0.820
H 1.453 -1.512 0.618
H -1.535 -1.811 -0.117
H -2.361 0.595 0.078
H -0.627 1.731 -1.324
H 1.801 1.411 -0.855
H 1.445 0.633 0.754
H 0.668 2.163 0.351
```

natural (NBO) atomic charge list, values in e, 5 entries: -0.493 0.134 -0.532 0.044 -0.200